Computed, not measured: a structure of composition C38H53FeN4OP2S, with the ωB97M-V functional and the def2-TZVPD basis.

⟨S²⟩ = 6.1507
multiplicity = 5
relative energy (zero: lowest compared OMol25 entry of this formula, charge and spin) = 31.3 kcal per mole
calculated total energy = -4118.3584 Eh
frontier orbital gap (alpha / beta) = 6.48 / 5.16 eV
charge = +1

Last column: Löwdin spin population.
Geometry (Å):
1 C -0.11 3.19 0.88  -0.01
2 C -1.71 1.73 1.75  0.01
3 C -0.75 4.30 1.44  0.12
4 C -2.23 2.78 2.57  0.11
5 C -1.75 4.07 2.39  -0.01
6 H -0.43 5.30 1.13  0.01
7 H -3.02 2.52 3.27  0.00
8 H -2.15 4.90 2.98  0.00
9 N -0.45 1.93 1.24  0.13
10 P 1.87 1.68 -0.18  0.05
11 P -2.19 -0.88 0.45  0.13
12 C 0.90 3.27 -0.24  0.00
13 H 0.38 3.32 -1.21  0.00
14 H 1.52 4.17 -0.17  0.00
15 C 0.47 -1.23 -0.66  -0.01
16 O 0.43 -2.01 -1.55  -0.03
17 C -2.43 0.56 1.41  0.34
18 H -3.32 0.40 2.04  0.01
19 C -3.94 -0.64 -0.43  0.06
20 C -2.28 -2.60 1.41  0.03
21 C 2.70 1.59 -1.87  0.01
22 C 3.08 2.16 1.22  0.02
23 C -3.67 -1.12 -1.86  0.01
24 H -3.37 -2.18 -1.87  0.00
25 H -4.58 -1.03 -2.46  0.00
26 H -2.88 -0.55 -2.35  0.00
27 C -5.09 -1.43 0.21  0.01
28 H -4.95 -2.51 0.24  0.00
29 H -5.30 -1.07 1.22  0.00
30 H -5.99 -1.24 -0.39  0.00
31 C -4.45 0.81 -0.36  0.01
32 H -5.29 0.93 -1.06  0.00
33 H -4.84 1.04 0.64  0.00
34 H -3.72 1.57 -0.61  0.00
35 C -2.54 -3.67 0.34  0.00
36 H -1.79 -3.61 -0.45  0.00
37 H -2.47 -4.66 0.81  0.00
38 H -3.53 -3.60 -0.12  0.00
39 C -0.92 -2.90 2.04  0.00
40 H -0.10 -2.79 1.32  0.00
41 H -0.70 -2.25 2.89  0.00
42 H -0.91 -3.94 2.40  0.00
43 C -3.30 -2.61 2.55  0.01
44 H -4.33 -2.49 2.24  0.00
45 H -3.23 -3.58 3.06  0.00
46 H -3.08 -1.83 3.30  0.00
47 C 4.21 1.12 1.23  0.00
48 H 4.81 1.27 2.13  0.00
49 H 3.82 0.10 1.25  0.00
50 H 4.89 1.23 0.37  0.00
51 C 2.34 2.11 2.56  0.00
52 H 1.60 2.92 2.66  0.00
53 H 1.82 1.16 2.71  0.00
54 H 3.06 2.22 3.38  0.00
55 C 3.65 3.58 1.10  0.00
56 H 4.38 3.71 1.91  0.00
57 H 4.17 3.77 0.16  0.00
58 H 2.88 4.35 1.24  0.00
59 C 1.63 1.70 -2.97  0.00
60 H 1.10 2.66 -2.95  0.00
61 H 2.13 1.61 -3.94  0.00
62 H 0.89 0.89 -2.90  0.00
63 C 3.41 0.23 -2.01  0.00
64 H 2.69 -0.60 -2.02  0.00
65 H 3.95 0.23 -2.96  0.00
66 H 4.13 0.05 -1.21  0.00
67 C 3.70 2.73 -2.04  0.00
68 H 3.24 3.72 -1.87  0.00
69 H 4.58 2.61 -1.39  0.00
70 H 4.07 2.72 -3.07  0.00
71 Fe 0.12 0.23 0.28  2.87
72 N -0.97 0.98 -0.94  0.03
73 C -1.84 1.49 -1.56  0.00
74 C -2.34 2.12 -2.74  0.00
75 C -1.88 1.68 -4.00  0.00
76 C -3.25 3.20 -2.66  0.00
77 C -2.35 2.28 -5.17  0.00
78 H -1.14 0.88 -4.04  0.00
79 C -3.75 3.76 -3.83  0.00
80 H -3.54 3.57 -1.68  0.00
81 C -3.31 3.30 -5.08  0.00
82 H -1.97 1.95 -6.13  0.00
83 H -4.48 4.58 -3.77  0.00
84 H -3.70 3.76 -6.00  0.00
85 N 0.60 -0.42 3.96  0.00
86 C 1.54 -1.17 3.33  0.00
87 N 1.72 -1.23 2.02  0.05
88 C 2.73 -2.16 1.71  0.00
89 C 3.17 -2.52 0.42  0.00
90 C 4.19 -3.46 0.28  0.00
91 C 4.77 -4.05 1.42  0.00
92 C 4.35 -3.70 2.71  0.00
93 C 3.33 -2.76 2.85  0.00
94 S 2.61 -2.14 4.33  0.00
95 H 0.57 -0.49 4.96  0.00
96 H -0.15 0.04 3.43  0.00
97 H 2.68 -2.08 -0.45  0.00
98 H 4.54 -3.74 -0.72  0.00
99 H 5.57 -4.79 1.30  0.00
100 H 4.77 -4.14 3.62  0.00